<a>
Entry from OMol25: one molecule with the formula H3NOP2 (ωB97M-V/def2-TZVPD).

As for the HOMO energy (spin up / spin down): -9.14 / -9.14 eV. The orbital gap (spin up / spin down) is 7.9 / 7.9 eV.

Structure (ORCA input):
```
! wB97M-V def2-TZVPD RIJCOSX def2/J DEFGRID3
* xyz 0 1
N -0.60909 1.00540 -0.37389
O -1.62040 0.74702 -0.96141
P 0.09352 -0.56838 1.02133
P 1.39018 -0.76590 -0.58158
H 1.09513 -0.04691 1.79719
H -0.77323 1.05904 0.67640
H 0.42388 -1.43028 -1.57805
*
```



<b>
Entry from OMol25: one molecule with the formula H3NOP2 (ωB97M-V/def2-TZVPD).

As for the HOMO energy (spin up / spin down): -8.75 / -8.75 eV. As for the SMILES: O=N[PH]#[PH2]. The orbital gap (spin up / spin down) is 8.3 / 8.3 eV.

Structure (ORCA input):
```
! wB97M-V def2-TZVPD RIJCOSX def2/J DEFGRID3
* xyz 0 1
N 1.74464 0.05712 0.15886
O 1.70610 -1.09147 -0.16168
P -1.43024 -0.55280 0.22334
P -0.01094 1.11054 -0.02774
H -2.18233 -0.12812 -0.86110
H -0.27982 -1.19049 -0.46646
H 0.45259 1.79523 1.13479
*
```



So which one wins? Going from most stable to least: <b>, <a>.